Molecular formula: C45H65AsBN8P2SY
Method: DFT, ωB97M-V/def2-TZVPD

Its energy above the lowest of the compared OMol25 structures with the same formula, charge and spin is 0.0 kJ/mol. As for the calculated total energy: -5571.36120 hartree. The calculation puts the frontier orbital gap at 5.63 eV. The value obtained for the LUMO energy is -6.08 eV. Its HOMO energy is -0.431 hartree. The net charge is +2.

XYZ file:
```
124
C45H65AsBN8P2SY | OMol25 | ωB97M-V/def2-TZVPD
Y 0.1391 0.1893 0.3349
C -4.2735 -0.9975 -0.7911
C -3.0443 -0.3613 -0.6865
N -2.2254 -0.5813 0.3412
C -2.6446 -1.4430 1.2872
C -3.8763 -2.0755 1.1556
N -4.6851 -1.8581 0.1272
C -1.7195 -1.7283 2.4135
C -2.1124 -2.4285 3.5425
C -1.1793 -2.7040 4.5406
C 0.1234 -2.2461 4.3520
C 0.4371 -1.5276 3.2121
N -0.4720 -1.2722 2.2620
C 1.8050 -1.0109 2.9385
C 2.8478 -1.0492 3.8533
N 4.0532 -0.5696 3.5710
C 4.2407 -0.0551 2.3645
C 3.2108 0.0032 1.4340
N 2.0035 -0.4731 1.7226
C -1.5566 -3.4597 5.7518
C -1.0189 -3.1369 6.9932
C -1.4103 -3.8741 8.1016
N -2.2674 -4.8867 8.0401
C -2.7745 -5.1979 6.8526
C -2.4596 -4.5159 5.6860
H -4.9234 -0.8058 -1.6358
H -2.7090 0.3428 -1.4359
H -4.2153 -2.7937 1.8901
H -3.1377 -2.7415 3.6719
H 0.8848 -2.4822 5.0811
H 2.7135 -1.4666 4.8429
H 5.2248 0.3296 2.1288
H 3.3507 0.4412 0.4517
H -0.3323 -2.3092 7.1166
H -1.0166 -3.6355 9.0826
H -3.4634 -6.0339 6.8265
H -2.8899 -4.8374 4.7463
C 1.6332 -4.7753 0.3556
C 2.4668 -3.7426 -0.4072
C 3.2950 -4.4543 -1.4870
C 3.4630 -3.1272 0.5819
P 1.3488 -2.3768 -1.0907
C 2.4738 -1.6094 -2.3482
N 2.1637 -0.2240 -2.5954
B 1.4356 0.6897 -1.7509
N 1.4364 1.9229 -2.5134
C 0.6862 3.1123 -2.1925
P -1.0657 2.6149 -1.8446
C -1.8687 4.1936 -1.2017
C -0.8964 4.7796 -0.1789
C -3.1535 3.8162 -0.4528
C -2.1442 5.3022 -2.2211
C -1.7758 2.2985 -3.5782
C -1.2270 3.2616 -4.6400
C -1.3964 0.8841 -4.0279
C -3.3074 2.3686 -3.5672
C 2.1333 1.7482 -3.7097
C 2.4350 2.6299 -4.7381
C 3.1555 2.1524 -5.8247
C 3.5807 0.8284 -5.8812
C 3.3040 -0.0535 -4.8455
C 2.5760 0.4182 -3.7629
C -0.0158 -3.1794 -2.1136
C -1.1201 -3.7064 -1.1895
C 0.3842 -4.2810 -3.0944
C -0.6038 -2.0172 -2.9149
H 2.3085 -5.4441 0.8943
H 1.0316 -5.3935 -0.3072
H 0.9732 -4.3050 1.0914
H 3.8867 -5.2352 -1.0026
H 4.0010 -3.7833 -1.9763
H 2.6915 -4.9331 -2.2511
H 4.1571 -3.9070 0.9029
H 2.9638 -2.7479 1.4726
H 4.0587 -2.3296 0.1327
H 2.4139 -2.1892 -3.2745
H 3.4996 -1.7265 -1.9840
H 0.7368 3.8433 -2.9991
H 1.0957 3.5956 -1.3027
H -0.5377 4.0134 0.5105
H -1.4113 5.5622 0.3859
H -0.0376 5.2371 -0.6713
H -2.9394 3.1155 0.3602
H -3.9076 3.3690 -1.0958
H -3.5927 4.7164 -0.0139
H -1.2368 5.5978 -2.7498
H -2.5124 6.1833 -1.6883
H -2.8983 5.0342 -2.9567
H -0.1934 3.0225 -4.8878
H -1.2872 4.3104 -4.3609
H -1.8108 3.1329 -5.5548
H -0.3228 0.7022 -3.9877
H -1.7213 0.7524 -5.0633
H -1.9088 0.1244 -3.4380
H -3.6927 3.3765 -3.4318
H -3.7532 1.7302 -2.7992
H -3.6707 2.0102 -4.5330
H 2.1345 3.6697 -4.7007
H 3.3995 2.8256 -6.6354
H 4.1460 0.4854 -6.7369
H 3.6584 -1.0758 -4.8829
H -0.8227 -4.5889 -0.6287
H -1.9870 -3.9805 -1.7969
H -1.4409 -2.9449 -0.4758
H 0.6875 -5.1973 -2.5917
H 1.1810 -3.9707 -3.7715
H -0.4859 -4.5248 -3.7096
H -0.8664 -1.1846 -2.2559
H -1.5121 -2.3415 -3.4299
H 0.0887 -1.6235 -3.6599
C 1.3977 3.7201 5.0739
As 0.4181 3.9321 3.4343
C 1.1131 5.5399 2.6362
C -1.4346 4.2013 3.8825
S 0.7582 2.1094 2.3750
H 1.2037 4.5665 5.7317
H 2.4582 3.6686 4.8357
H 1.0855 2.7938 5.5497
H 1.2672 6.2552 3.4438
H 0.4114 5.9447 1.9159
H 2.0621 5.3197 2.1525
H -1.5432 5.1350 4.4331
H -1.7696 3.3657 4.4928
H -2.0150 4.2423 2.9652
```

Molecular formula: C45H65Cl2GeN4SeTi
Method: DFT, ωB97M-V/def2-TZVPD

Its energy above the lowest of the compared OMol25 structures with the same formula, charge and spin is 374.8 kJ/mol. Its expectation value of S² is 0.755. As for the calculated total energy: -8221.00462 hartree. The calculation puts the frontier orbital gap (spin up / spin down) at 5.25 / 5.26 eV. The value obtained for the LUMO energy (spin up / spin down) is -0.59 / -0.59 eV. Its spin multiplicity is 2. Its HOMO energy (spin up / spin down) is -0.215 / -0.215 hartree.

XYZ file:
```
119
C45H65Cl2GeN4SeTi | OMol25 | ωB97M-V/def2-TZVPD
Ti 0.0130 -0.1872 0.1715
C -1.7614 5.6933 2.1143
C -2.3728 4.3824 2.6066
C -2.2067 3.2599 1.6356
C -3.0728 2.8140 0.6889
C -4.4340 3.3428 0.3759
C -4.4152 4.3751 -0.7500
C -2.4115 1.7657 -0.0320
N -1.1369 1.5250 0.5251
C -1.0119 2.4703 1.4965
C 0.1494 2.7034 2.2330
C 1.2596 1.9053 2.1492
C 2.4670 2.1444 2.9507
C 2.6806 3.3599 3.7925
C 2.9639 4.6100 2.9609
C 3.2757 1.0989 2.7814
C 2.6176 0.1311 1.8454
C 3.5025 -0.2619 0.7290
C 3.0532 -0.6406 -0.4691
N 1.7126 -0.6703 -0.8912
C 1.7533 -1.2388 -2.1696
C 0.7104 -1.4217 -3.0100
C -0.5950 -0.9028 -2.8067
N -0.9449 -0.1783 -1.7120
C -2.2287 0.2755 -1.9828
C -2.9007 1.1780 -1.1597
C -2.6847 -0.2194 -3.2223
C -1.6463 -0.9726 -3.7497
C -1.5789 -1.6588 -5.0780
C -0.8981 -0.8122 -6.1532
C -4.0067 0.0887 -3.8522
C -4.0169 1.4336 -4.5778
C 3.1305 -1.5895 -2.5208
C 3.9180 -1.1989 -1.5109
C 5.4062 -1.2525 -1.4045
C 6.0559 0.1055 -1.6715
C 3.5242 -2.1889 -3.8326
C 3.6303 -1.1439 -4.9424
N 1.3571 0.7643 1.4285
C 4.6097 0.8359 3.4021
C 5.7395 1.6255 2.7408
H -1.8358 6.4717 2.8719
H -2.2680 6.0445 1.2158
H -0.7088 5.5628 1.8627
H -3.4364 4.5300 2.8100
H -1.9224 4.1052 3.5632
H -4.8561 3.7962 1.2764
H -5.0994 2.5167 0.1121
H -3.7860 5.2249 -0.4849
H -5.4185 4.7451 -0.9554
H -4.0144 3.9467 -1.6681
H 0.1635 3.5405 2.9111
H 3.5128 3.1775 4.4766
H 1.8013 3.5254 4.4221
H 3.8735 4.4827 2.3741
H 3.0880 5.4836 3.5990
H 2.1515 4.8095 2.2634
H 4.5556 -0.3611 0.9400
H 0.9005 -1.9111 -3.9537
H -3.8944 1.4728 -1.4721
H -2.5897 -1.9165 -5.4063
H -1.0498 -2.6117 -4.9762
H -1.4561 0.1063 -6.3322
H -0.8206 -1.3524 -7.0959
H 0.1062 -0.5257 -5.8407
H -4.7926 0.0761 -3.0912
H -4.2632 -0.7046 -4.5584
H -3.7840 2.2478 -3.8906
H -4.9900 1.6324 -5.0254
H -3.2666 1.4531 -5.3681
H 5.7939 -1.9929 -2.1076
H 5.6893 -1.6032 -0.4073
H 5.8302 0.4497 -2.6807
H 7.1384 0.0508 -1.5631
H 5.6798 0.8579 -0.9777
H 2.7963 -2.9548 -4.1163
H 4.4807 -2.7042 -3.7233
H 2.6905 -0.6089 -5.0647
H 3.8852 -1.6080 -5.8939
H 4.3981 -0.4084 -4.7059
H 4.8265 -0.2374 3.3568
H 4.5690 1.0910 4.4649
H 5.7910 1.4238 1.6718
H 6.7012 1.3738 3.1842
H 5.5788 2.6962 2.8618
Cl -2.6549 -1.2777 0.5635
C -1.3445 -3.8007 -1.0918
Cl -0.0170 -3.0494 -0.3594
H -1.7363 -3.3236 -1.9720
H -1.8675 -4.5337 -0.5040
Se -2.3600 -2.4974 2.3763
C 2.5059 -0.8486 6.7596
C 1.2031 -1.1151 6.0242
C 0.9272 -0.0565 4.9656
C -0.3179 -0.3317 4.1260
Ge -0.1160 -1.5122 2.5369
C 0.8202 -3.1903 3.0908
C 2.3377 -3.1803 3.2576
C 3.0501 -3.3248 1.9176
C 4.5610 -3.2151 2.0327
H 2.7000 -1.5974 7.5258
H 2.4899 0.1286 7.2446
H 3.3494 -0.8560 6.0671
H 0.3700 -1.1409 6.7323
H 1.2400 -2.1049 5.5654
H 1.8148 0.0506 4.3372
H 0.8216 0.9130 5.4668
H -0.7364 0.6079 3.7507
H -1.0942 -0.7878 4.7482
H 2.3663 -0.7786 2.4300
H 0.5449 -3.9348 2.3416
H 0.3229 -3.4887 4.0182
H 2.6512 -3.9872 3.9273
H 2.6773 -2.2598 3.7450
H 2.6847 -2.5553 1.2276
H 2.7690 -4.2829 1.4705
H 4.8590 -2.2027 2.3220
H 5.0522 -3.4439 1.0865
H 4.9518 -3.9007 2.7875
```

Molecular formula: C45H66Br2Cl2CsN4O5STe
Method: DFT, ωB97M-V/def2-TZVPD

Its energy above the lowest of the compared OMol25 structures with the same formula, charge and spin is 0.0 kJ/mol. Its expectation value of S² is 1.777. As for the calculated total energy: -9104.08336 hartree. The calculation puts the frontier orbital gap (spin up / spin down) at 2.55 / 1.21 eV. The value obtained for the LUMO energy (spin up / spin down) is 2.77 / 2.78 eV. Its spin multiplicity is 2. Its HOMO energy (spin up / spin down) is 0.008 / 0.058 hartree. The net charge is -2.

XYZ file:
```
127
C45H66Br2Cl2CsN4O5STe | OMol25 | ωB97M-V/def2-TZVPD
Cs 16.4979 12.4275 13.5142
Br 17.4809 16.9711 18.0943
C 16.0816 18.3005 18.1456
Br 14.9221 18.1328 19.6957
H 15.3899 18.2817 17.3217
H 16.6129 19.2917 18.1555
O 18.4614 10.2294 18.3438
H 18.5054 10.6403 17.4633
H 18.2852 9.2789 18.1889
O 17.3265 12.0489 20.0416
H 17.5777 11.3711 19.4138
H 17.6236 11.6758 20.8729
O 12.3226 13.5229 11.2920
H 12.6170 14.3338 10.8191
H 12.8744 13.5215 12.0554
O 12.7961 21.5463 9.0419
C 12.2848 21.0704 9.9806
Cl 17.4246 8.5715 12.3200
C 16.7803 7.2612 13.4035
Cl 17.6723 6.9826 14.9203
H 16.8697 6.3424 12.8070
H 15.7573 7.5083 13.6946
C 22.4425 10.7712 16.7884
N 21.4316 11.2678 15.9093
C 21.0118 10.4416 14.8355
C 20.7757 12.4408 16.2200
S 19.0931 12.5905 16.1862
N 21.6671 13.3991 16.6308
C 21.2092 14.6578 17.2372
C 22.9770 13.4511 16.0237
H 23.4018 10.8770 16.3317
H 22.2444 9.6893 16.9514
H 22.5044 11.3223 17.7018
H 20.7419 11.0960 13.9466
H 20.0959 9.9216 15.0834
H 21.8365 9.7851 14.5930
H 21.8131 14.9279 18.1459
H 20.1261 14.5739 17.3991
H 21.3517 15.5437 16.5295
H 23.2408 12.5071 15.5559
H 23.7676 13.7249 16.7295
H 23.0174 14.1681 15.2356
C 10.8516 5.7716 24.1003
C 11.0505 6.9177 23.1040
C 10.4502 6.8720 21.8402
C 10.6000 7.8675 20.8789
C 9.7990 7.6278 19.5794
C 11.3813 8.9830 21.1716
Te 11.6590 10.4981 19.5985
N 13.6880 12.5241 14.2779
C 12.6394 12.6337 14.7770
O 11.6944 20.5128 10.8126
C 11.3625 12.9715 15.2756
C 10.2319 12.6939 14.4603
C 9.0683 13.3862 14.6785
C 8.9769 14.2630 15.7553
C 10.1204 14.5704 16.5770
C 11.2354 13.8516 16.3593
C 11.2590 12.4067 20.4100
C 12.3295 13.2950 20.5924
C 13.7522 12.7833 20.5491
C 12.0242 14.6595 20.9005
C 10.6931 15.0314 21.2042
C 10.2765 16.3427 21.7436
C 9.6590 14.0744 20.9977
C 9.8814 12.7204 20.7089
C 8.7941 11.7685 20.5029
C 12.0837 8.9900 22.4417
C 13.1054 10.0881 22.7704
C 11.8590 7.9972 23.4030
H 10.6615 4.8142 23.6335
H 10.0306 5.9976 24.7918
H 11.7101 5.5907 24.7341
H 9.8173 5.9887 21.6637
H 9.1941 6.7456 19.7333
H 10.3639 7.4886 18.6355
H 9.0870 8.4133 19.2698
H 10.3574 12.0066 13.6382
H 8.2419 13.2807 13.9616
H 8.0053 14.7122 16.0330
H 10.0876 15.1755 17.4305
H 12.1966 14.0899 16.8461
H 14.1301 12.3750 19.5675
H 13.8830 11.9371 21.2701
H 14.4404 13.5909 20.8306
H 12.8345 15.3581 21.0919
H 10.1464 16.4363 22.8438
H 9.2421 16.5209 21.3071
H 10.9849 17.1323 21.4256
H 8.6149 14.3844 21.2267
H 7.8148 12.0974 20.9156
H 9.1211 10.8310 20.9855
H 8.5784 11.5410 19.4529
H 13.9923 9.8742 22.1279
H 13.4024 9.9245 23.7976
H 12.6806 11.1006 22.5305
H 12.3388 8.2110 24.3645
C 19.7171 17.0658 11.4323
C 19.5735 15.5202 11.4948
C 20.7510 14.8555 12.1532
C 19.3981 14.9279 10.1199
C 20.2849 15.0470 9.0877
C 19.9637 14.4831 7.8491
C 18.7416 13.7629 7.6710
C 17.9008 13.5056 8.7192
C 16.5744 12.7175 8.4378
C 16.8633 11.4896 7.5636
C 15.6683 12.2873 9.6304
C 18.1832 14.0076 10.0595
N 17.5587 13.6141 11.0927
H 19.6736 17.5251 12.4292
H 18.9655 17.5634 10.7656
H 20.6973 17.3176 10.9718
H 18.6737 15.2038 12.0005
H 20.7602 13.7809 12.0335
H 20.6435 15.0399 13.2414
H 21.6629 15.2997 11.7472
H 21.0716 15.6992 9.2715
H 20.6680 14.5953 7.0163
H 18.5132 13.3490 6.6821
H 16.0050 13.4182 7.7628
H 17.5073 10.8075 8.1570
H 17.4295 11.7380 6.6732
H 15.9127 10.9924 7.2819
H 16.1616 11.7014 10.4069
H 14.8587 11.6516 9.1574
H 15.2144 13.1824 10.1108
```